Density functional theory data (ωB97M-V/def2-TZVPD) for a 14-piece molecular cluster, C76H190N14O19 overall at a distorted geometry.

Geometry as ORCA input:
```
! wB97M-V def2-TZVPD RIJCOSX def2/J DEFGRID3
* xyz 0 1
N -10.05437 -3.20606 14.85580
H -10.29628 -6.02147 15.26075
H 2.94305 2.54935 9.56017
H -12.70727 14.32983 15.16321
C -10.64611 14.23488 15.57708
O 2.62456 6.26814 36.04362
H -10.44271 14.92610 12.30249
C 4.11402 0.63654 10.53953
C 5.72490 6.75751 24.07446
H 6.01369 11.97618 16.28066
H -9.65969 16.95830 27.52085
C -8.67591 -5.81981 25.88150
H -10.83751 -0.33091 18.81083
H -12.00852 1.08442 26.57439
H -11.82020 -1.67260 16.49747
H 2.53460 3.22864 32.69270
C -10.30514 -1.26145 18.61395
H 1.79258 3.09964 3.91828
H -10.66658 -6.73713 25.59237
H -19.42833 8.03747 25.08461
C -3.81523 4.88264 20.84067
H -2.85493 0.75489 18.80332
C -3.03213 5.99065 20.21932
H -6.71212 15.00044 28.34947
H -6.19442 16.54968 27.61536
H -9.67172 -7.70430 13.96558
H -11.83773 -3.72763 13.92201
H 5.19274 6.62244 26.74796
H -8.30803 0.64036 29.37934
C -10.53976 15.80218 12.94372
O -8.75074 -6.05437 23.51525
H -12.52751 15.75904 13.20570
H 4.95098 5.56441 32.56873
C -11.77396 14.40143 14.60474
H 5.31861 7.18934 23.15983
H 3.88663 7.49102 33.93113
C 0.66112 -6.92295 13.02694
H -21.02833 6.15670 23.56631
H -16.70056 5.42917 20.39563
H -9.46409 -1.25477 19.30727
H -15.63317 7.66897 20.38483
C 6.48866 -5.57711 23.41044
C -13.14284 -0.25298 27.87229
H 3.06828 0.35045 10.65211
H 3.44091 7.64573 25.47086
C -19.96926 6.14653 23.30872
H -5.24342 16.42987 25.22183
H -2.22661 -5.95499 11.88869
C 3.01462 2.86564 5.60313
H -9.64715 17.33619 11.75284
H -3.74255 3.61082 22.55912
C -20.28527 8.02515 21.68485
H 0.63181 0.24203 4.21277
H -5.75182 5.79166 20.50695
O -17.35056 7.06579 23.86687
O 1.54505 -6.47997 14.04468
H 3.45552 -6.86992 13.34719
C -0.62492 -6.15372 13.06579
C -17.32138 5.55542 21.28262
H -6.03378 -0.04646 27.62276
C -3.12914 4.39637 22.11784
O 4.47467 1.27953 9.29711
H 1.56868 4.15822 31.76327
H -9.41357 -5.05231 21.76649
H 4.13887 -4.65643 22.09448
N -10.80504 0.55838 28.11253
C -2.22986 2.41064 20.93100
C 4.03630 6.42051 35.77860
H 8.13229 13.21872 15.96995
H -9.80443 15.79417 13.74828
H 3.27165 1.40321 6.96685
H -5.69012 4.57374 21.82457
H -5.67392 3.23870 19.28254
H -9.69083 2.03323 27.00265
H -19.42244 5.65133 24.11113
C -8.33410 1.00438 28.35226
C 2.62251 4.09252 32.03386
O -9.55687 13.60279 14.91345
H -9.73099 -4.57178 24.48926
H -6.71301 -1.58950 26.88802
C -6.72352 15.61168 27.44705
H 4.50878 7.18689 36.39301
H -1.23371 2.03770 20.69285
C -18.19185 7.82601 20.33018
C -6.84711 -0.77163 27.59598
H -9.42384 -1.30469 14.76884
H -9.49934 -3.43321 15.66847
H -1.42158 3.23673 22.76356
H 4.28149 2.03369 31.28151
H -20.08785 5.49505 22.44294
H 1.12122 -6.83494 12.04274
C -19.50801 7.49597 22.97326
H -3.07072 5.92045 19.13226
H 3.79986 4.11255 7.96657
H 8.46784 9.80514 14.76272
C 4.20635 8.40976 25.33494
C -16.00354 7.83690 21.39614
H -13.74547 -3.08308 28.21901
C -6.12692 14.78916 26.24801
C -5.99553 5.98759 11.90981
C -10.86038 -1.22919 16.23241
C 5.65029 7.81131 25.21616
C 4.49816 6.67322 34.31234
H 4.17311 9.00983 26.24428
H -14.15599 0.04168 27.59884
C -11.23587 -4.06080 14.76750
C 5.12817 -4.62591 21.63790
H -2.34351 -5.87572 14.34385
H -11.99087 -3.92381 15.54164
C 2.27053 6.59506 37.37961
O 3.39569 3.89093 30.84231
H -11.02699 17.96253 12.58740
N 4.35536 5.51282 33.38277
H 4.78542 -0.22133 10.50243
H -11.23557 17.96719 9.35437
H 7.19024 -5.21475 24.16183
H 2.98393 11.01545 24.81767
H 4.40928 -2.04911 22.03020
C -1.42344 -6.45893 14.30611
O -8.08340 -0.05670 27.42331
H 6.87660 6.61722 26.53489
N 6.01842 7.14862 26.49997
H 2.89134 6.20697 38.18714
H -3.50868 5.53949 10.79810
N -8.93729 -4.92939 27.01187
C -8.77073 16.69789 28.09534
C -3.68075 1.40486 19.09253
H -11.00627 -0.15737 16.09820
O -10.27614 -5.84303 13.20378
H -9.89721 2.49435 28.62674
H -1.95478 5.87491 20.33777
H -17.91777 7.37291 19.37745
H -3.29574 6.95199 20.66026
C -17.38056 7.14245 21.52291
H 9.23060 12.03651 15.66142
N 3.86879 -3.56178 19.75597
H -10.46960 -0.08056 27.40589
H -8.48592 -6.39967 21.45901
H -1.35286 4.07348 18.98352
H -20.16901 8.10901 19.52734
N -7.09547 13.73973 25.84259
H 1.01319 2.15517 5.21516
H 6.89252 10.55543 16.40892
C 2.73938 -7.25887 14.07106
C -1.89266 3.60573 21.85249
H -8.91562 16.09097 28.98907
C -1.93976 3.23847 18.60088
C 4.56666 9.74600 15.97506
H 9.10157 10.90316 13.46606
H 4.11644 10.53762 16.57404
C -7.76595 7.86845 11.20438
H 3.82942 2.29253 29.57106
C -19.67388 7.56679 20.33291
C 3.99778 3.05151 7.81446
H -0.40752 -5.08819 12.99168
O 6.20610 -4.41780 22.57415
H -10.99082 -1.59027 14.03751
C 2.86357 10.10040 24.23774
H 2.14625 7.67788 37.39162
C 6.43483 11.19192 15.65163
H 4.15578 -4.10043 18.95123
H -8.06114 14.52480 15.81435
H 2.56896 -8.29379 13.77440
C -19.86516 8.41260 24.15911
H 1.97954 9.57702 24.60196
H 0.68409 1.15073 2.68075
H -2.82520 1.66553 21.45871
C -4.36267 4.88072 10.64048
H -16.83556 5.04226 22.11254
H -7.40186 6.17167 14.05851
H -7.22712 8.76569 11.50887
O -12.74511 -1.50192 27.21533
C -7.46421 6.54709 12.00190
H -12.87065 17.65658 9.66562
C -9.64405 -6.97600 25.88474
H -10.45170 15.27244 15.84866
H -4.33658 1.64834 18.25663
H -19.82267 6.51346 20.09528
H -1.12754 4.26563 21.44357
O -8.05335 16.03869 27.06871
H -20.91978 8.56371 24.38941
H -7.65634 -5.00090 22.06913
N 3.00514 2.37737 6.97612
C -9.76069 1.60981 28.00461
H -11.81999 13.51959 13.96573
H 4.96168 3.16621 7.31864
H -11.07956 -7.70153 13.04107
H 7.00877 12.33178 13.92025
H -5.39677 15.03999 24.17821
H -16.11089 8.89584 21.63109
C 3.98334 2.55511 9.23481
O -5.62745 5.54052 10.63583
H -9.77603 -7.33482 26.90549
H 4.76251 -1.27841 20.44824
H 4.48836 1.17255 11.41168
C -8.56470 -5.59184 22.18653
H 0.49653 -7.97526 13.25857
H -8.85379 7.92479 11.16522
H -6.85950 15.94748 24.67482
H -18.00782 8.89743 20.25086
C -12.14074 0.86343 27.63354
H -9.59630 -7.58922 12.14311
H 2.79213 6.18584 32.28440
H -5.89920 5.12313 12.56671
C -2.96893 2.75037 19.63138
H -18.27894 5.06085 21.11960
H -5.18976 14.30092 26.51533
H 7.56904 10.08949 13.28946
N -7.87845 6.74127 13.37403
H -4.25589 4.03024 11.31379
H -19.43635 9.39830 23.97847
H -0.91458 -6.39576 11.12022
H 4.01134 2.84645 5.16235
H 2.67527 10.44874 23.22221
H -7.61526 1.81335 28.22205
H -12.10355 18.82954 10.54585
H -4.18593 4.49971 9.63465
H -8.09492 5.84992 11.45032
C 5.05935 -3.39854 20.58231
C 7.52134 11.74636 14.68356
O 5.43057 10.35261 15.05110
H -8.42615 17.68603 28.40021
H -1.72543 -7.50143 14.40653
H -1.24260 2.41793 18.43123
H -7.99344 -4.32094 24.35347
C 8.22546 10.56407 14.01883
H 6.96565 -6.36635 22.82934
O -9.91129 -1.45848 17.26249
H 3.77275 9.22001 15.44482
H 1.25874 6.19670 37.45512
C -10.37232 -1.82456 14.90391
H 5.15395 9.05394 16.57859
C -10.92379 -5.54800 14.50566
H 4.59832 5.53931 36.08798
H 6.07463 -1.75212 21.56352
H 2.60589 1.94852 30.79519
H -15.26927 7.46742 22.11197
N -11.71560 15.62689 13.79173
N -1.43722 -6.58047 11.96450
H -7.92441 14.14225 25.42913
H -8.36291 -4.10149 26.94279
H 6.76267 6.42661 24.03412
H -13.31297 -3.30009 26.49248
N 8.54043 12.64542 15.24548
H -5.44144 6.87369 12.21951
N -4.03344 3.72727 19.97812
O -11.58184 16.74887 11.03536
C 1.25168 0.51249 3.35795
H 5.39274 -5.51565 21.06654
H -2.42673 3.56172 17.68083
H -9.81242 -4.45460 26.84210
H -5.17906 6.15906 22.10918
H -7.66898 -6.20344 26.04586
O -5.01330 3.87541 19.00008
C -13.68461 -2.60216 27.24273
C 5.08978 -2.01769 21.17931
N -18.03432 7.53402 22.75390
H 2.78300 3.91358 5.79354
H 6.38367 8.59319 25.01887
C 3.03396 5.30842 32.88420
H -7.75077 12.73341 15.34859
C -5.16438 5.39291 21.33399
H 3.19628 -7.14140 15.05369
H -7.77559 7.69601 13.68705
O 2.35251 1.16223 3.95219
C 3.54425 2.47055 30.60792
C -10.65019 17.07064 12.08673
H -11.05288 -2.02264 18.83661
C -10.08380 -7.25860 13.06024
H 5.07833 5.92865 24.36266
O 3.97227 9.25221 24.17936
C 1.93867 2.31672 4.66244
H -20.49079 9.09483 21.64420
C -5.88384 15.57856 24.99113
H -9.46826 -7.81139 25.20700
H -7.42499 13.06791 26.52095
C -8.76478 -5.07606 24.50486
H -13.16615 -0.47385 28.93942
H 4.53054 3.24329 9.87908
H -4.29915 0.98179 19.88417
H -6.87536 -1.33193 28.53052
H 2.30345 5.33402 33.69279
H 5.54439 6.97903 34.31322
H -17.05706 7.88706 24.26809
H -8.71085 13.10327 16.72073
H 3.08647 -4.11546 20.07458
H -14.66137 -2.18719 26.99408
H -11.87711 -6.07410 14.55558
H -12.52347 1.75836 28.12416
C -8.41838 13.49719 15.74739
C -11.92560 17.81665 10.18462
H -0.74938 -6.16106 15.10924
H 5.95453 -3.51532 19.97149
H 1.33520 -0.41807 2.79655
H 5.54750 -5.95782 23.80715
H -7.46790 7.59014 10.19353
H -21.25663 7.53978 21.77939
H -10.83304 13.56455 16.41601
H -3.08821 5.16394 22.89067
*
```

Maximum force = 0.0533 Eh/bohr
Kohn-Sham gap = 8.44 eV



Density functional theory data (ωB97M-V/def2-TZVPD) for C19H43OP3S2Y as an isolated structure at a distorted geometry.

Geometry as ORCA input:
```
! wB97M-V def2-TZVPD RIJCOSX def2/J DEFGRID3
* xyz 3 1
C 0.00170 -0.96271 -4.19022
C -1.92382 -0.96068 -5.65724
H -2.09808 0.44365 2.11222
H 2.04566 -3.61957 2.24901
H -3.85881 -2.72617 -1.93448
S 0.91608 -1.96013 -3.03241
H -3.03994 1.43144 0.95891
H -2.70147 -1.49456 -6.20526
H -3.27199 1.27907 -1.61727
C 0.97869 -3.83736 2.34081
H -4.32618 -0.02373 -2.26530
P 2.64284 0.87155 -0.69305
H -0.97673 -2.75992 -4.84900
H 1.92572 2.78096 -1.99286
H 4.54030 1.32543 0.73786
H -2.20379 2.21011 2.34168
C -0.95895 3.06658 -0.48489
P -2.41130 -0.98285 -1.14484
H 3.30227 -1.99171 -3.46819
C 2.37356 -2.38534 -3.89549
H -2.80763 0.41721 -3.10006
H -2.67782 0.97816 -6.21132
H 2.54353 -4.38716 -4.73796
H 3.02144 1.28401 1.69863
H 3.76056 -0.23741 1.13813
O 0.63400 -1.80659 0.84036
H 0.73373 -4.25806 3.31516
H 3.63038 2.91494 -1.47448
C -2.14122 1.41069 1.58849
H 2.29647 3.27435 -0.31906
H -2.91630 -1.76703 1.12349
H 0.82157 1.41367 2.55628
H -1.69776 2.78386 -1.25073
C 2.21396 -3.90550 -3.80366
P -0.61277 1.63745 0.60806
H 1.88926 -1.03355 3.04715
C -2.80320 -2.47674 -2.13007
H -0.81362 2.22596 -5.12222
Y 0.35560 -0.57181 -0.80866
C 0.89026 -1.33088 3.40201
H 4.25958 -0.75163 -1.48429
C 3.57694 0.81430 0.87679
H 0.26958 -0.45243 3.60596
H 4.70675 0.93882 -1.92200
H -2.64586 -2.34181 -3.20890
H 3.43583 0.04420 -2.84255
H -0.13748 2.91538 2.61322
H -4.18121 -2.20130 -0.04472
C -3.50993 -1.38609 0.27284
H 0.90904 0.97205 -3.73445
H 0.96024 -1.93187 4.31650
C 2.61841 2.63617 -1.15194
C 3.88411 0.21213 -1.85408
C 0.46028 2.26484 1.95716
H 2.24617 -2.03970 -4.93203
H -4.10230 -0.52305 0.61398
H -0.04265 3.38528 -1.00456
H -2.16601 -3.30592 -1.78797
H 1.17414 -4.26327 -3.65690
C -0.86097 1.13868 -5.02989
H -1.35581 3.90942 0.10233
H 1.32327 2.83110 1.58363
H 2.86671 -4.30661 -3.03808
C -1.88720 0.43896 -5.68084
C -0.95975 -1.66547 -4.92472
H 0.66954 -4.53260 1.55727
C -3.28719 0.30193 -2.11809
S 0.02377 -2.34623 2.19390
C 0.10310 0.44014 -4.27092
*
```

Maximum force = 0.0458 Eh/bohr
Kohn-Sham gap = 8.49 eV



Density functional theory data (ωB97M-V/def2-TZVPD) for a 2-piece molecular cluster, C19H35N2OP overall at a distorted geometry.

Geometry as ORCA input:
```
! wB97M-V def2-TZVPD RIJCOSX def2/J DEFGRID3
* xyz 0 1
C -1.21415 3.03724 0.35519
C -3.12353 -0.08817 3.62556
C -1.92864 1.98141 4.30406
C -4.22197 2.08246 3.27119
C 2.58324 -1.47513 -4.98937
H -4.63673 2.06630 4.28390
C 2.94566 -3.79303 -3.56380
H -3.65306 -0.14822 4.58359
H 3.55135 -2.48202 -6.56183
H -2.19345 4.21739 2.43484
H 1.14892 0.02091 0.62376
H 5.09721 -4.99832 -5.29565
H 1.55642 -3.75012 -1.26872
C 2.34647 -2.69557 -3.00217
C 3.00818 -1.67091 1.10782
H 4.29088 -3.35088 -0.58065
H 2.43708 -0.54758 -5.52531
C -2.86206 1.36955 3.24337
H -4.92476 1.50713 2.66092
C 2.15054 -1.52867 -3.69213
C 3.19595 -2.55922 -5.54047
H -0.80837 2.25012 -0.28011
C -3.51910 2.23320 -0.04638
H 1.12368 -2.02662 -1.35730
H 3.95051 -1.21994 -1.27408
H -1.71940 3.03735 4.12225
H 3.06337 -4.67960 -2.94993
H 2.25370 0.25982 -0.79332
H -3.15553 1.39060 -0.63746
N 3.19358 -0.23835 1.05848
H -0.44900 3.32545 1.07853
H 3.85469 -4.94746 -6.56237
H 3.58378 -5.83636 -5.04828
O -1.12329 0.74872 1.75518
H -1.41724 3.90404 -0.28304
H 3.77659 -2.07479 1.77323
H -4.48125 1.94908 0.38172
C 2.12428 0.40057 0.28390
C -2.49799 2.59432 1.05015
C 4.02504 -4.94247 -5.48746
H -3.28101 4.61355 1.13777
C 3.37760 -3.73276 -4.86951
P 3.38091 -2.28526 -0.56962
H -0.97565 1.45181 4.33251
C -4.19631 3.52910 2.75987
N -2.35566 1.39665 1.88740
C -3.01207 3.81106 1.83397
H 2.13302 1.46694 0.49033
H 3.28899 0.14845 1.98635
H 2.02302 -1.99080 1.47536
H -2.37719 1.90522 5.30122
H 1.66817 -0.69762 -3.19377
H -3.69436 3.07478 -0.73230
C 1.91204 -2.75781 -1.54070
H -4.15349 4.22183 3.60526
H -5.13713 3.74718 2.24696
H -3.73942 -0.57693 2.86838
H -2.19302 -0.64762 3.72269
*
```

Maximum force = 0.0366 Eh/bohr
Kohn-Sham gap = 2.85 eV



Density functional theory data (ωB97M-V/def2-TZVPD) for an isolated ion of composition C3H4NO3 and charge -1 at a distorted geometry.

Geometry as ORCA input:
```
! wB97M-V def2-TZVPD RIJCOSX def2/J DEFGRID3
* xyz -1 1
C 0.78823 -0.28691 -0.63785
H -2.26074 0.70478 0.97303
H 0.41916 -1.40418 -0.73112
C -1.82380 0.22332 0.06407
O 3.12623 0.43913 -0.37816
H -1.75175 -0.85230 0.34580
C 2.20455 -0.27453 -0.03893
O 2.13230 -1.18429 0.81279
H -2.25313 0.21226 -0.92626
O -0.12992 1.77736 0.43331
N -0.45114 0.64538 0.08333
*
```

Maximum force = 0.1342 Eh/bohr
Kohn-Sham gap (spin up / spin down) = 7.24 / 7.43 eV



Density functional theory data (ωB97M-V/def2-TZVPD) for a 2-piece molecular cluster, C9H22NP overall at a distorted geometry.

Geometry as ORCA input:
```
! wB97M-V def2-TZVPD RIJCOSX def2/J DEFGRID3
* xyz 0 1
C -0.25709 0.77897 0.54868
C 1.96975 -2.09120 -3.53804
H -0.68003 -0.62706 3.88800
H 1.85138 -1.05126 -3.64847
H -3.07248 2.51500 -1.06613
H -2.08947 0.23480 3.01230
H 1.85620 -2.38687 0.00253
P 0.10131 -0.82002 -0.39957
H -1.44968 1.91893 -1.68633
C -1.14985 -0.29239 2.90332
H 2.22911 -0.74060 0.23085
C -2.25517 1.67329 -1.01338
H -1.15434 -2.62854 0.26129
H 0.75833 1.48936 -1.19982
H -2.01884 -1.27052 -0.39680
H 1.34212 -2.78010 -4.10161
H 0.30651 2.78705 -0.28966
H 2.58687 -3.55395 -2.24524
H -1.33158 -1.23648 2.44637
H 1.54004 1.84245 0.59824
H 1.43351 -1.66304 1.54961
H 2.99131 -1.97408 -1.70416
H -2.60713 0.85101 0.90791
C 1.54669 -1.45483 0.52179
C -0.19116 0.69152 2.13715
N -1.29859 -1.59869 0.13872
H -2.86982 0.78101 -1.43577
H -0.33605 1.69720 2.53930
C 0.67581 1.78230 -0.07848
H 0.90951 0.32381 2.43079
H -1.64916 2.32846 0.87606
C -1.72943 1.41561 0.36487
C 2.52905 -2.51230 -2.42615
*
```

Maximum force = 0.0931 Eh/bohr
Kohn-Sham gap = 8.50 eV



Look up the maximum force of the fifth one. 0.0931 Eh/bohr



maximum force of number 5 (C9H22NP)? 0.0931 Eh/bohr